1.
The following is a DFT calculation (the ωB97M-V functional and the def2-TZVPD basis) of a 6-piece molecular cluster, H12O6 overall at a distorted geometry.

Output
Relative energy (zero: lowest compared OMol25 entry of this formula, charge and spin)   134.31 kJ/mol
DFT total energy   -12479.7217 eV
2S+1   1
Kohn-Sham gap   10.9 eV
Strongest force on any atom   2.0 eV/A

Structure (XYZ):
```
18
Properties=species:S:1:pos:R:3:forces:R:3:lowdin_charge:R:1
O 4.245 -33.995 7.345 -0.155 0.467 1.161 -0.0273
H 3.908 -34.303 6.518 -0.134 -0.480 -1.041 0.0358
H 5.194 -34.071 7.406 0.641 -0.326 -0.451 0.0402
O 2.848 -33.623 9.684 1.158 0.056 -0.108 -0.0853
H 1.934 -33.869 9.569 -0.182 -0.207 -0.371 0.0216
H 3.381 -33.875 8.888 -1.190 0.157 0.711 -0.0064
O 4.237 -31.223 7.193 -0.152 0.103 -0.602 -0.0842
H 4.194 -32.201 7.255 0.254 0.840 0.614 -0.0167
H 4.722 -30.808 7.915 -0.151 -0.654 -0.036 0.0339
O 3.763 -34.130 4.357 0.519 0.278 0.325 -0.0449
H 3.590 -33.186 4.240 -0.029 -0.012 -0.016 0.0770
H 4.713 -34.169 4.547 -0.243 -0.058 -0.268 0.0682
O 7.142 -33.967 8.415 1.657 -0.113 -1.191 -0.0504
H 6.472 -33.878 9.068 -0.240 0.221 1.413 0.0171
H 8.053 -33.837 8.776 -1.597 -0.108 -0.108 0.0772
O 1.197 -35.304 4.161 -1.455 -0.485 0.072 -0.0404
H 1.961 -34.853 4.464 1.172 0.528 0.385 -0.0423
H 1.439 -35.638 3.304 0.128 -0.207 -0.491 0.0269
```
Positions in Å, forces in eV/Å.

2.
The following is a DFT calculation (the ωB97M-V functional and the def2-TZVPD basis) of C28H50P2SiTb as an isolated structure at a distorted geometry.

Output
DFT total energy   -78718.9392 eV
2S+1   7
Kohn-Sham gap (alpha / beta)   6.6 / 5.7 eV
Total charge   +1
⟨S²⟩   12.686
Strongest force on any atom   9.1 eV/A

Structure (XYZ):
```
82
Properties=species:S:1:pos:R:3:forces:R:3:lowdin_charge:R:1
Tb 0.257 -0.282 -0.547 -4.180 -2.173 7.827 1.4281
C -0.708 -3.112 1.402 -0.462 1.859 0.969 -0.2062
C 0.564 -3.478 0.887 0.036 0.025 0.276 -0.1876
C 0.807 -1.485 2.020 2.467 -1.371 -0.975 -0.2476
C -0.569 -1.882 2.101 -1.415 -2.079 -1.116 -0.1998
C 1.518 -2.512 1.301 -0.627 2.186 0.663 -0.2467
C -1.933 -3.937 1.304 -0.536 -0.375 -0.132 -0.0277
H -2.119 -4.263 0.269 -0.026 0.069 0.274 0.0843
H -2.816 -3.383 1.647 0.215 -0.212 -0.159 0.0754
H -1.855 -4.850 1.921 -0.028 0.283 -0.213 0.1007
C -1.626 -1.162 2.845 -0.313 0.130 0.190 -0.0173
H -2.575 -1.707 2.805 0.189 0.160 0.077 0.0809
H -1.773 -0.159 2.423 -0.023 -0.219 0.196 0.0436
H -1.347 -1.030 3.900 -0.036 -0.032 -0.161 0.1042
C 1.399 -0.281 2.657 0.199 0.451 0.133 -0.0305
H 1.484 -0.401 3.751 -0.026 0.002 -0.295 0.1142
H 0.766 0.603 2.470 0.228 -0.351 0.231 0.0426
H 2.402 -0.061 2.259 -0.229 -0.128 0.213 0.0851
C 2.987 -2.632 1.149 0.522 -0.133 -0.078 -0.0374
H 3.356 -3.536 1.661 -0.028 0.295 -0.170 0.1033
H 3.507 -1.770 1.581 -0.053 -0.195 -0.112 0.0809
H 3.286 -2.715 0.094 0.127 -0.075 0.228 0.0619
C 0.857 -4.709 0.122 0.081 -0.145 -0.435 -0.0066
H 1.014 -5.572 0.785 -0.048 0.183 -0.078 0.1135
H 1.760 -4.592 -0.489 -0.089 -0.085 0.168 0.0872
H 0.027 -4.962 -0.552 0.119 -0.031 0.216 0.0858
C -1.224 0.467 -2.312 -3.207 1.148 -2.989 -0.3720
C -1.274 -0.964 -1.812 -1.016 -0.571 0.166 -0.4043
C -0.477 -1.998 -2.571 -0.258 -0.253 -0.658 -0.2051
C 0.972 -1.576 -2.975 -0.422 -0.481 -0.062 -0.1488
C 1.846 -0.928 -1.900 3.685 -0.143 -2.453 -0.2507
C 2.114 0.387 -1.581 2.217 -0.029 -1.887 -0.2424
C 1.229 1.604 -1.485 0.429 1.081 -1.210 -0.2799
C -0.084 1.629 -2.291 -0.144 0.548 -0.209 -0.1593
H -1.014 -2.250 -3.507 0.436 -0.035 0.257 0.1344
H 0.944 -1.004 -3.915 -0.018 0.360 0.642 0.1315
H -0.440 -2.925 -1.973 0.001 0.165 -0.137 0.1020
H 0.170 1.819 -3.347 0.036 -0.309 0.461 0.1332
H -1.282 0.334 -3.407 -0.104 0.195 0.267 0.1315
H -2.309 -1.274 -1.654 0.469 0.173 0.095 0.0832
H -0.584 2.550 -1.950 -0.043 -0.467 -0.104 0.1197
H 1.015 1.865 -0.399 0.266 -0.194 -0.559 0.1022
H 3.228 0.699 -1.491 -1.221 -0.795 1.219 -0.0514
H 1.798 2.485 -1.812 -0.011 -0.300 0.141 0.1519
H 1.509 -2.495 -3.265 -0.169 0.296 0.270 0.1286
H 2.540 -1.670 -1.440 0.057 0.758 -0.747 0.1130
P -4.507 0.907 -1.616 2.044 -0.066 0.717 0.9041
C -5.451 0.115 -2.982 -0.025 0.228 -0.211 -0.3144
C -4.340 -0.498 -0.447 -0.501 -0.059 0.544 -0.3459
P 4.987 1.170 -1.344 1.299 0.298 -0.187 0.8621
C -2.595 1.278 -1.927 0.081 -0.070 -0.452 -0.3132
C 5.631 -0.145 -2.439 0.153 -0.674 0.642 -0.3685
C 5.050 2.475 -2.615 -0.143 0.785 0.488 -0.3772
H -6.314 0.794 -3.048 0.119 -0.457 -0.346 0.0206
H -5.806 -0.890 -2.712 0.216 0.267 -0.124 0.0358
H -4.938 0.094 -3.950 -0.121 -0.036 0.180 0.0343
H -4.110 -1.465 -0.909 -0.109 0.193 0.075 0.0263
H -5.325 -0.567 0.044 0.391 -0.239 0.040 0.0377
H -3.577 -0.259 0.313 -0.311 -0.069 -0.228 0.0270
H 4.285 2.361 -3.397 0.333 -0.019 0.061 0.0441
H 6.066 2.462 -3.038 -0.408 0.152 -0.107 0.0380
H 4.891 3.429 -2.090 0.059 -0.094 -0.449 0.0271
H -2.714 1.968 -2.774 0.310 0.386 0.444 0.0563
H -2.324 1.819 -0.989 -0.598 -0.116 -0.769 0.0270
H 5.926 -0.966 -1.767 0.040 0.003 -0.474 0.0234
H 6.522 0.232 -2.963 -0.353 -0.273 0.040 0.0400
H 4.877 -0.526 -3.144 0.268 0.189 0.031 0.0402
C -2.103 4.791 2.674 -0.211 0.086 -0.212 -0.1812
Si -0.944 3.402 3.110 0.216 0.263 0.413 0.4196
C 0.825 4.020 3.254 0.130 -0.055 -0.164 -0.1860
C -1.438 2.612 4.727 -0.122 -0.189 0.134 -0.1822
C -0.976 2.131 1.775 0.323 -0.910 -1.824 -0.1972
C -0.837 1.362 0.804 0.062 1.386 1.531 -0.1922
H -2.492 5.292 3.568 0.101 -0.082 -0.120 0.0360
H -2.952 4.385 2.115 0.023 0.140 0.086 0.0333
H -1.618 5.547 2.046 -0.069 -0.132 0.065 0.0348
H 0.899 4.842 3.978 -0.042 -0.159 -0.126 0.0391
H 1.500 3.218 3.582 -0.127 0.131 -0.022 0.0259
H 1.193 4.383 2.286 -0.068 0.002 0.175 0.0293
H -2.186 1.830 4.555 0.040 0.117 0.121 0.0271
H -0.579 2.154 5.233 -0.140 0.040 -0.095 0.0315
H -1.870 3.357 5.407 0.094 -0.158 -0.113 0.0360
```
Positions in Å, forces in eV/Å.

3.
The following is a DFT calculation (the ωB97M-V functional and the def2-TZVPD basis) of S2 as an isolated structure at a distorted geometry.

Output
Relative energy (zero: lowest compared OMol25 entry of this formula, charge and spin)   371.52 kJ/mol
DFT total energy   -21665.1466 eV
2S+1   1
Kohn-Sham gap   5.5 eV
Strongest force on any atom   5.4 eV/A

Structure (XYZ):
```
2
Properties=species:S:1:pos:R:3:forces:R:3:lowdin_charge:R:1
S 0.000 0.000 1.340 0.000 0.000 -5.444 0.0000
S 0.000 0.000 -1.340 0.000 0.000 5.444 0.0000
```
Positions in Å, forces in eV/Å.

4.
The following is a DFT calculation (the ωB97M-V functional and the def2-TZVPD basis) of one molecule with the formula C2H4ClNOS at a distorted geometry.

Output
Relative energy (zero: lowest compared OMol25 entry of this formula, charge and spin)   195.02 kJ/mol
DFT total energy   -29031.9984 eV
2S+1   1
Kohn-Sham gap   9.0 eV
Strongest force on any atom   3.5 eV/A

Structure (XYZ):
```
10
Properties=species:S:1:pos:R:3:forces:R:3:lowdin_charge:R:1
C 0.813 -0.145 -0.058 0.367 0.889 -0.316 -0.9643
C -0.213 -1.020 0.577 -1.459 -0.083 1.361 -0.5397
H -1.458 1.116 -0.570 1.791 1.892 2.093 0.0912
H 1.060 1.803 -0.923 -0.871 -1.472 1.024 0.1732
H -0.554 -0.637 1.607 0.438 -0.457 -1.664 0.1212
H 0.007 -2.097 0.630 0.754 0.902 0.163 0.0641
N 0.447 1.114 -0.408 0.246 0.608 0.038 -0.1075
O -0.770 1.663 0.044 -1.364 -2.071 -2.441 -0.1086
S 2.302 -0.719 -0.359 0.678 -0.188 -0.183 0.6684
Cl -1.632 -1.078 -0.539 -0.579 -0.020 -0.075 0.6019
```
Positions in Å, forces in eV/Å.